Computed, not measured: a cluster of 3 separate species, C4H13NO2 in total, with ωB97M-V/def2-TZVPD.

lowest unoccupied orbital energy (alpha / beta)	3.89 / 3.97	eV
HOMO energy (alpha / beta)	1.22 / -4.75	eV
strongest force on any atom	0.054	Eh/bohr
Kohn-Sham gap (alpha / beta)	2.664 / 8.719	eV
expectation value of S²	0.7508

```
! RIJCOSX wB97M-V def2-TZVPD def2/J DEFGRID3
* xyz -1 2
C -1.687 1.760 0.624
C -1.303 0.744 -0.426
C -0.066 0.398 -0.703
N 0.401 -0.593 -1.592
C 1.657 -0.311 -2.296
H -1.085 1.636 1.553
H -1.461 2.814 0.375
H -2.730 1.614 0.857
H -2.151 0.101 -0.716
H 0.686 1.039 -0.240
H -0.297 -0.915 -2.232
H 1.464 -0.071 -3.324
H 1.992 0.661 -1.849
H 2.444 -1.022 -2.046
H 1.766 -1.411 2.162
H 1.784 -1.863 0.535
O 2.090 -1.968 1.447
H -1.060 -1.607 2.411
H -1.216 -0.126 2.424
O -1.228 -0.882 3.034
*
```



Computed, not measured: a cluster of 2 separate species, C4H13NO2 in total, with ωB97M-V/def2-TZVPD.

lowest unoccupied orbital energy (alpha / beta)	3.22 / 3.19	eV
HOMO energy (alpha / beta)	0.88 / -6.14	eV
strongest force on any atom	0.027	Eh/bohr
Kohn-Sham gap (alpha / beta)	2.346 / 9.332	eV
expectation value of S²	0.7504

```
! RIJCOSX wB97M-V def2-TZVPD def2/J DEFGRID3
* xyz -1 2
C -2.991 -0.990 0.969
C -1.508 -1.374 1.052
N -0.736 -0.832 -0.070
C -0.552 0.614 -0.043
C 0.502 1.083 -1.048
O 1.494 1.913 -0.396
H -3.348 -1.003 -0.064
H -2.980 0.077 1.193
H -3.606 -1.640 1.581
H -1.250 -2.432 1.040
H -1.134 -0.906 1.982
H 0.182 -1.260 -0.065
H -0.245 0.871 0.991
H -1.487 1.146 -0.243
H 1.026 0.253 -1.529
H 0.015 1.693 -1.812
H 2.305 1.388 -0.520
H 4.583 0.255 -1.781
H 5.298 0.633 -0.395
O 4.433 0.511 -0.842
*
```



Computed, not measured: a cluster of 3 separate species, C4H13NO2 in total, with ωB97M-V/def2-TZVPD.

lowest unoccupied orbital energy	0.57	eV
HOMO energy	-9.48	eV
strongest force on any atom	0.016	Eh/bohr
Kohn-Sham gap	10.051	eV
structure (SMILES)	C=CCCN.O.O

```
! RIJCOSX wB97M-V def2-TZVPD def2/J DEFGRID3
* xyz 0 1
C -0.848 1.344 -2.188
C -1.788 1.789 -1.379
C -1.607 2.033 0.089
C -0.360 1.444 0.724
N -0.369 1.769 2.164
H 0.126 1.170 -1.798
H -0.940 1.150 -3.249
H -2.776 2.032 -1.731
H -1.593 3.131 0.191
H -2.424 1.673 0.710
H 0.585 1.779 0.302
H -0.349 0.367 0.578
H 0.468 1.402 2.611
H -0.280 2.769 2.266
O 4.885 -1.377 2.583
H 4.068 -0.870 2.636
H 4.803 -2.034 3.281
O -0.395 -6.591 -2.268
H -1.279 -6.264 -2.421
H 0.074 -6.717 -3.101
*
```



Computed, not measured: a cluster of 3 separate species, C4H13NO2 in total, with ωB97M-V/def2-TZVPD.

lowest unoccupied orbital energy	0.72	eV
HOMO energy	-8.45	eV
strongest force on any atom	0.149	Eh/bohr
Kohn-Sham gap	9.177	eV
structure (SMILES)	C1CCNC1.O.O

```
! RIJCOSX wB97M-V def2-TZVPD def2/J DEFGRID3
* xyz 0 1
C 0.373 0.098 -1.685
C 1.396 -0.792 -0.822
C 2.297 0.154 -0.076
N 1.840 1.534 -0.448
C 0.842 1.519 -1.601
H -0.613 0.179 -1.214
H 0.363 -0.454 -2.520
H 2.066 -1.505 -1.288
H 0.718 -1.411 -0.159
H 2.286 -0.085 0.984
H 3.483 0.156 -0.295
H 1.435 1.951 0.410
H 1.645 1.697 -2.477
H 0.102 2.204 -1.476
O 0.603 -5.523 1.735
H 0.374 -5.822 2.659
H 1.201 -4.893 2.138
O -5.965 3.589 1.660
H -5.780 3.844 2.614
H -6.701 3.005 1.707
*
```



Computed, not measured: a cluster of 3 separate species, C4H13NO2 in total, with ωB97M-V/def2-TZVPD.

lowest unoccupied orbital energy	0.98	eV
HOMO energy	-8.20	eV
strongest force on any atom	0.046	Eh/bohr
Kohn-Sham gap	9.178	eV
structure (SMILES)	C/C=C/CN.O.O

```
! RIJCOSX wB97M-V def2-TZVPD def2/J DEFGRID3
* xyz 0 1
C -1.382 -0.443 -2.898
C -0.742 0.046 -1.626
C 0.558 0.220 -1.316
C 1.192 -0.430 -0.127
N 1.801 0.548 0.838
H -1.835 -1.384 -2.579
H -0.629 -0.650 -3.653
H -2.194 0.145 -3.332
H -1.363 -0.050 -0.732
H 1.208 0.863 -1.912
H 2.020 -1.045 -0.467
H 0.395 -0.958 0.391
H 1.499 1.464 0.539
H 2.809 0.478 0.847
O -1.577 0.587 1.645
H -2.330 1.161 1.473
H -1.842 -0.007 2.353
O 0.415 -0.200 3.523
H 0.973 0.324 2.926
H 1.022 -0.667 4.104
*
```



Computed, not measured: a cluster of 2 separate species, C4H13NO2 in total, with ωB97M-V/def2-TZVPD.

lowest unoccupied orbital energy	0.61	eV
HOMO energy	-9.19	eV
strongest force on any atom	0.081	Eh/bohr
Kohn-Sham gap	9.801	eV
structure (SMILES)	C[C@H](N)[C@@H](C)O.O

```
! RIJCOSX wB97M-V def2-TZVPD def2/J DEFGRID3
* xyz 0 1
C 0.595 0.194 -1.697
C 0.001 1.354 -0.856
N 0.894 2.432 -0.497
C -0.533 0.862 0.474
C -2.028 0.283 0.344
O 0.438 0.054 1.089
H 1.380 -0.425 -1.089
H -0.171 -0.627 -1.829
H 1.076 0.471 -2.641
H -0.672 1.731 -1.568
H 1.904 2.319 -0.398
H 0.938 3.001 -1.370
H -0.714 1.686 1.195
H -2.484 0.630 1.189
H -2.572 0.769 -0.477
H -1.824 -0.793 0.200
H 0.106 -0.823 0.947
O 1.616 -4.252 2.147
H 1.273 -4.340 3.068
H 0.778 -4.526 1.768
*
```



Computed, not measured: a cluster of 2 separate species, C4H13NO2 in total, with ωB97M-V/def2-TZVPD.

lowest unoccupied orbital energy	0.70	eV
HOMO energy	-8.77	eV
strongest force on any atom	0.010	Eh/bohr
Kohn-Sham gap	9.461	eV
structure (SMILES)	CNC[C@@H](C)O.O

```
! RIJCOSX wB97M-V def2-TZVPD def2/J DEFGRID3
* xyz 0 1
C -1.687 1.974 -0.722
N -1.427 0.624 -0.235
C -0.155 0.122 -0.723
C 0.101 -1.287 -0.230
C 1.397 -1.860 -0.760
O 0.128 -1.218 1.212
H -2.606 2.343 -0.265
H -0.889 2.679 -0.470
H -1.809 1.947 -1.807
H -1.384 0.665 0.781
H 0.693 0.756 -0.431
H -0.188 0.099 -1.814
H -0.747 -1.912 -0.521
H 1.564 -2.881 -0.401
H 2.251 -1.263 -0.425
H 1.392 -1.880 -1.846
H 0.228 -2.112 1.553
O 1.074 1.358 2.101
H 0.790 0.430 1.957
H 1.275 1.416 3.042
*
```



Computed, not measured: a cluster of 2 separate species, C4H13NO2 in total, with ωB97M-V/def2-TZVPD.

lowest unoccupied orbital energy	0.91	eV
HOMO energy	-8.89	eV
strongest force on any atom	0.040	Eh/bohr
Kohn-Sham gap	9.801	eV
structure (SMILES)	CNC[C@H](C)O.O

```
! RIJCOSX wB97M-V def2-TZVPD def2/J DEFGRID3
* xyz 0 1
C 0.666 1.214 2.289
N 0.796 0.296 1.084
C 0.391 1.060 -0.107
C -0.056 0.178 -1.258
C -0.505 1.074 -2.376
O -1.132 -0.707 -0.767
H 1.210 0.694 3.056
H -0.360 1.248 2.661
H 1.092 2.202 2.079
H 1.772 0.017 1.049
H -0.465 1.650 0.236
H 1.171 1.755 -0.459
H 0.664 -0.608 -1.521
H -1.612 1.036 -2.478
H -0.336 2.158 -2.191
H 0.121 0.845 -3.248
H -1.938 -0.230 -1.016
O 0.027 -2.822 0.857
H -0.641 -2.156 0.625
H -0.220 -2.988 1.782
*
```



Number 1: electronic energy -9941.4052 eV. Number 2: electronic energy -9942.1390 eV. Number 3: electronic energy -9942.8550 eV. Number 4: electronic energy -9941.6037 eV. Number 5: electronic energy -9942.1895 eV. Number 6: electronic energy -9942.2791 eV. Number 7: electronic energy -9943.8349 eV. Number 8: electronic energy -9942.9349 eV.